Density functional theory data (the ωB97M-V functional and the def2-TZVPD basis) for 16 unconnected molecules or ions with the total composition C4H30BO23.

Atoms and positions in Å:
O  -2.93783  0.83262  -0.94996
C  -1.95490  0.81586  -0.29732
O  -1.55719  1.79128  0.36963
B  -0.21329  1.41002  0.83876
O  -0.02671  0.01628  0.33081
C  -0.95962  -0.18663  -0.43412
O  -1.02754  -1.11102  -1.23722
O  -0.17820  1.50640  2.30351
C  0.78948  2.25124  2.62465
O  1.29154  2.19799  3.72643
C  1.47809  2.76533  1.43905
O  0.84486  2.40268  0.40721
O  2.36548  3.57435  1.38678
O  0.60582  2.13290  -2.78045
H  1.03162  2.22808  -1.95184
H  1.15283  1.52546  -3.27512
O  -2.29170  -3.76064  -1.03487
H  -2.77330  -4.26437  -1.64859
H  -2.84877  -3.00333  -0.87523
O  1.57735  -1.15251  2.24664
H  2.39923  -0.71209  2.46772
H  0.95235  -0.95696  2.93266
O  -0.57505  -0.41606  4.17978
H  -0.47207  -1.02139  4.92575
H  0.03446  0.27686  4.35520
O  1.00348  -0.86214  -3.41213
H  1.95664  -0.70875  -3.09360
H  1.24466  -1.01442  -4.32652
O  -0.31420  -3.42778  1.13403
H  0.07557  -3.94377  0.41626
H  -0.07229  -2.53327  0.79707
O  -1.83343  0.76644  -3.68481
H  -1.99456  1.40310  -3.01669
H  -1.28057  0.16373  -3.21058
O  0.22264  -3.37055  -2.23338
H  0.34201  -2.54959  -2.69893
H  -0.72095  -3.24776  -1.97261
O  -4.41538  -2.14062  -0.85106
H  -4.21797  -1.74205  -1.65619
H  -4.26370  -1.47272  -0.19727
O  2.21599  -2.31386  -0.41270
H  1.69980  -1.78094  0.19448
H  1.69238  -3.00531  -0.83799
O  -3.55732  -1.26912  -3.31181
H  -3.30188  -0.37557  -3.38050
H  -4.37545  -1.36971  -3.83277
O  4.80970  3.97903  0.27535
H  5.47763  4.44101  0.78295
H  3.96106  4.04604  0.73143
O  3.32006  0.69114  5.01329
H  3.47111  0.56959  4.06341
H  2.48458  1.18144  5.06286
O  2.23542  4.87525  -1.48619
H  1.92067  3.98826  -1.40091
H  1.88338  5.24696  -0.69082
O  -2.30102  -1.13278  2.04250
H  -2.14399  -1.85811  2.64125
H  -1.93102  -0.37551  2.50276

The value obtained for the LUMO energy is 1.9 eV. Its molecular weight is 457.1 g mol⁻¹. As for the charge: -1. The value obtained for the HOMO-LUMO gap is 9.49 eV. The energy above the lowest of the compared OMol25 structures with the same formula, charge and spin is 2.763 eV.